ORCA calculation (the ωB97M-V functional and the def2-TZVPD basis) on C5H13N2O as an isolated structure at a distorted geometry.

Calculated values
net charge = -1
ΔE to the lowest compared entry with this formula, charge and spin = 161.3 kcal/mol
multiplicity = 1
highest occupied orbital energy = -2.54 eV
frontier orbital gap = 0.22373 hartree

Each line ends with the Mulliken charge.
CARTESIAN COORDINATES (ANGSTROEM)
N 3.6575 0.9689 -0.0034  -0.708
C 2.3570 -0.6181 0.3828  -0.430
C 1.0939 -0.4761 -0.3736  -0.171
N -0.2493 -0.2828 0.3271  -0.270
C -0.9381 -1.5711 0.2358  -0.945
C -0.9463 0.7776 -0.4804  -0.342
C -2.3580 0.9481 0.2378  -0.578
O -3.2124 0.0559 -0.1833  -0.871
H 3.3521 1.8854 -0.1990  0.077
H 4.5638 0.8615 -0.2808  0.038
H 2.5987 -0.4015 1.4424  0.324
H 3.0214 -1.2911 -0.1136  0.219
H 1.0352 -0.7992 -1.4446  0.399
H 1.7835 0.5004 -0.1966  0.193
H -0.5964 -2.0880 -0.6767  0.307
H -1.9407 -1.2080 0.0907  0.476
H -0.8219 -2.2012 1.1112  0.214
H -0.2142 1.6432 -0.4737  0.405
H -1.1157 0.5037 -1.5249  0.250
H -2.6085 2.1713 0.1109  0.161
H -2.4672 0.8119 1.3400  0.251

Force components x, y, z for each atom (eV/Å):
-2.8 -1.6 1.7
0.9 -0.3 -0.4
-0.2 1.6 2.9
3.5 0.1 -2.1
0.3 0.6 -0.6
0.2 0.3 2.6
-0.2 2.5 0.0
-1.6 -0.7 -1.8
-0.8 1.2 -0.2
2.9 -0.7 -1.0
-1.1 -0.5 -0.8
0.9 -0.1 0.1
0.5 0.2 1.0
-1.8 0.5 -1.8
-0.3 -0.3 0.2
-1.2 -0.9 0.1
0.2 0.0 0.2
-1.1 -0.6 0.2
-0.2 -0.3 -0.1
0.1 -1.8 -0.1
1.9 0.8 0.3